(1)
Formula: C2H9NOS2
Source: the Open Molecules 2025 dataset
Level of theory: ωB97M-V/def2-TZVPD

```
15
Properties=species:S:1:pos:R:3:forces:R:3
N -2.41402 -1.17053 -0.04914 -0.30 0.45 0.05
C -1.18667 -0.99495 -0.82264 0.28 0.19 1.14
C -0.11134 -0.37162 0.07652 -0.15 -0.22 -0.12
S 1.36799 -0.03135 -0.90969 0.23 -0.01 0.19
S 2.71765 0.47138 0.56215 -0.11 -0.03 -0.18
H -2.96608 -1.95564 -0.35698 0.00 -0.06 -0.10
H -2.23733 -1.28074 0.93834 0.09 -0.12 0.07
H -1.36785 -0.29814 -1.63691 -0.04 -0.30 -0.41
H -0.79984 -1.95972 -1.13473 0.12 -0.02 -0.63
H 0.13178 -1.03721 0.89809 0.19 -0.28 0.02
H -0.43379 0.55111 0.53393 -0.31 0.43 -0.01
H 2.45944 1.78868 0.62914 -0.01 -0.01 0.00
O -3.58925 1.46263 1.50756 0.09 -0.02 -0.14
H -2.78829 1.30162 0.99025 -0.25 -0.05 0.08
H -4.25770 0.94302 1.04417 0.15 0.04 0.06
```
Forces are in eV/Å.

**HOMO**: -9.3 eV
**Lowest unoccupied orbital energy**: 0.51 eV
**Energy relative to the best compared isomer or geometry (same formula, charge and spin)**: 0.135 eV
**SMILES**: NCCSS.O

Löwdin population analysis, charges in e, atoms 1 to 5: atom 1 (N): -0.013, atom 2 (C): -0.351, atom 3 (C): -0.595, atom 4 (S): 0.422, atom 5 (S): 0.313

(2)
Formula: C2H9NS
Source: the Open Molecules 2025 dataset
Level of theory: ωB97M-V/def2-TZVPD

```
13
Properties=species:S:1:pos:R:3:forces:R:3
C -1.10382 -1.43548 -0.17602 0.01 -0.16 -0.29
N -1.91316 -1.13072 -1.35282 -0.12 0.01 0.03
H -1.67814 -1.77144 0.69042 0.03 0.04 0.16
H -0.39686 -2.21816 -0.44201 0.05 -0.11 0.05
H -0.51005 -0.56605 0.08320 0.02 0.18 0.14
H -2.59986 -0.42041 -1.13045 0.01 0.00 -0.05
H -2.43110 -1.95425 -1.63355 -0.01 0.04 -0.05
C 1.49699 1.87508 0.97984 0.15 -0.30 0.06
S 2.43891 1.51450 -0.51838 0.09 0.17 -0.45
H 0.76059 2.61502 0.68411 -0.01 0.14 0.16
H 0.97495 0.98938 1.32793 -0.07 -0.02 0.02
H 2.14810 2.24577 1.76870 -0.14 0.10 -0.02
H 2.81345 0.25676 -0.28097 -0.03 -0.09 0.24
```
Forces are in eV/Å.

**HOMO**: -9.0 eV
**Lowest unoccupied orbital energy**: 0.93 eV
**Energy relative to the best compared isomer or geometry (same formula, charge and spin)**: 0.516 eV
**SMILES**: CN.CS

Löwdin population analysis, charges in e, atoms 1 to 5: atom 1 (C): -0.198, atom 2 (N): -0.074, atom 3 (H): 0.064, atom 4 (H): 0.068, atom 5 (H): 0.044

(3)
Formula: C2H9NS
Source: the Open Molecules 2025 dataset
Level of theory: ωB97M-V/def2-TZVPD

```
13
Properties=species:S:1:pos:R:3:forces:R:3
H -2.08827 -0.57632 2.11670 -0.03 0.02 -0.02
H -2.48831 -0.01109 1.84815 0.01 -0.04 0.01
C 0.72616 1.36496 1.33649 0.92 -0.41 0.47
C 0.97783 0.76575 0.00525 -0.47 0.74 0.16
S 1.12836 2.58693 0.08315 -0.31 -0.10 -0.18
H 1.52415 1.24373 2.06191 -0.12 -0.01 0.05
H -0.25866 1.30988 1.77545 -0.17 0.21 -0.24
H 1.90146 0.26433 -0.21382 0.13 -0.24 0.08
H 0.09515 0.42303 -0.50570 0.07 -0.12 -0.33
N -0.24257 -1.63859 -2.19006 1.03 -0.33 -0.15
H 0.07670 -2.08089 -1.34048 -0.29 0.28 0.37
H -1.17020 -1.26849 -2.10558 -0.36 -0.22 0.08
H -0.18180 -2.38324 -2.87144 -0.41 0.23 -0.31
```
Forces are in eV/Å.

**HOMO**: -8.7 eV
**Lowest unoccupied orbital energy**: 0.99 eV
**Energy relative to the best compared isomer or geometry (same formula, charge and spin)**: 1.611 eV
**SMILES**: [H][H].C1CS1.N

Löwdin population analysis, charges in e, atoms 1 to 5: atom 1 (H): 0.020, atom 2 (H): 0.018, atom 3 (C): -0.526, atom 4 (C): -0.476, atom 5 (S): 0.743